# 1
Molecular formula: C10H14AsN3ReS5
Method: DFT, ωB97M-V with the def2-TZVPD basis set

```
34
Properties=species:S:1:pos:R:3:forces:R:3
Re 1.7221 0.5059 1.6015 -0.3 -0.7 -0.6
S 6.7343 -0.2537 2.9243 -0.2 0.1 0.0
As 4.7172 0.4490 2.8055 0.6 -0.1 0.1
S 3.6016 1.4875 1.0848 -0.3 0.0 0.2
S 2.7090 -0.6306 3.1653 -0.2 0.3 -0.1
S 6.0079 1.3444 4.2553 -0.1 -0.1 -0.2
C -0.1999 -1.5148 -2.8447 0.0 0.0 0.0
C 0.6534 -2.3360 -1.8448 -0.1 0.0 -0.1
C 1.9552 -2.8487 -2.5041 0.0 0.0 0.0
C -0.1702 -3.4993 -1.2336 0.0 0.0 0.0
C 1.0063 -1.4528 -0.7663 0.1 0.1 0.1
N 1.2818 -0.7367 0.1058 0.1 0.0 0.0
H -0.4888 -2.2019 -3.6395 0.0 0.0 0.0
H 0.3705 -0.6992 -3.2863 0.0 0.0 0.0
H -1.1055 -1.1283 -2.3795 0.0 0.0 0.0
H 1.6525 -3.5030 -3.3212 0.0 0.0 0.0
H 2.5579 -3.4289 -1.8073 0.0 0.0 0.0
H 2.5454 -2.0335 -2.9198 0.0 0.0 0.0
H -0.4684 -4.1343 -2.0675 0.0 0.0 0.0
H -1.0696 -3.1411 -0.7350 0.0 0.0 0.0
H 0.4252 -4.0947 -0.5437 0.0 0.0 0.0
C -3.7064 4.3236 1.2421 0.0 0.0 0.0
C -2.8979 3.0876 1.1430 -0.1 0.0 0.0
C -3.2926 1.9407 0.4383 0.0 0.0 0.0
C -2.4484 0.8461 0.3950 0.0 0.0 -0.1
N -1.2538 0.8383 1.0229 0.2 0.0 0.0
C -1.0484 1.9692 1.6519 0.8 0.0 0.4
S 0.5631 1.9832 2.6659 -0.5 0.5 0.2
N -1.7001 3.0563 1.7770 -0.1 0.0 -0.1
H -4.6736 4.2100 0.7603 0.0 0.0 0.0
H -3.1668 5.1496 0.7731 0.0 0.0 0.0
H -3.8485 4.5879 2.2911 0.0 0.0 0.0
H -4.2487 1.9117 -0.0655 0.0 0.0 0.0
H -2.7156 -0.0537 -0.1441 0.0 0.0 0.0
```
Forces are in eV/Å.

Charge: +3
Electronic energy, eV: -132182.6344
Frontier orbital gap, eV: 5.66
2S+1: 1
HOMO, hartree: -0.689

---

# 2
Molecular formula: C10H14AuN3O5
Method: DFT, ωB97M-V with the def2-TZVPD basis set

```
33
Properties=species:S:1:pos:R:3:forces:R:3
O 0.2854 2.9423 -2.3807 0.0 -3.1 0.1
C 0.2931 1.7945 -2.3393 0.3 11.3 0.1
Au 0.3056 -0.0560 -2.3053 -1.0 -0.3 0.9
C 0.3179 -1.9186 -2.3919 0.1 -11.2 -0.3
O 0.3255 -3.0618 -2.4461 0.1 3.2 0.2
C 0.3053 -0.0596 -4.4334 -1.4 -1.6 -6.4
O 0.2196 -1.0396 -5.1270 0.7 1.6 2.4
C 2.1425 -0.0516 -2.5484 5.8 0.6 -2.2
O 3.2839 -0.0247 -2.6825 -0.7 -0.2 0.9
C -1.5314 -0.0758 -2.5477 -9.1 0.1 -2.0
O -2.6731 -0.0649 -2.6803 3.9 -0.1 0.4
H 0.3929 0.9439 -4.9137 0.5 0.2 0.5
C 2.4356 -0.3270 1.8092 0.4 0.1 -1.1
N 0.9937 -0.2087 2.0677 -2.2 0.6 -2.4
C 0.6317 -0.3216 3.4787 -0.5 -0.2 1.1
C 0.0203 -0.0135 0.9537 -0.6 0.2 4.2
N 0.5021 -0.1166 -0.2842 0.4 -0.1 3.8
N -1.3943 0.2856 1.2184 3.5 -0.7 0.0
C -1.9560 0.5519 2.5408 -0.2 0.3 1.3
C -2.3409 0.3471 0.1420 0.0 -0.3 -0.7
H 3.0522 -0.4193 2.7273 -0.9 0.1 -0.4
H 2.8007 0.5825 1.2843 -0.1 -0.6 0.1
H 2.6535 -1.2411 1.2160 0.0 0.5 0.2
H 0.2203 0.6233 3.8689 -0.1 -0.7 -0.2
H -0.0249 -1.1995 3.6333 0.1 0.7 0.1
H 1.5034 -0.5109 4.1390 -0.2 0.1 -1.0
H 1.4864 -0.3482 -0.3028 0.0 0.0 1.2
H -1.4906 1.4560 2.9775 -0.2 -0.7 0.0
H -3.0418 0.7814 2.5193 0.7 -0.1 -0.7
H -1.9007 -0.3405 3.1873 0.2 0.7 -0.2
H -2.0511 1.1826 -0.5229 -0.3 -0.5 -0.2
H -2.3860 -0.6596 -0.3176 -0.1 0.6 -0.2
H -3.3806 0.5679 0.4620 0.9 -0.1 0.2
```
Forces are in eV/Å.

ΔE to the lowest compared entry with this formula, charge and spin, eV: 8.442
Charge: +2
Electronic energy, eV: -28965.8553
Frontier orbital gap (spin up / spin down), eV: 4.86 / 6.76
2S+1: 3
HOMO (spin up / spin down), hartree: -0.507 / -0.573

---

# 3
Molecular formula: C10H14B2F4N6Sn
Method: DFT, ωB97M-V with the def2-TZVPD basis set

```
37
Properties=species:S:1:pos:R:3:forces:R:3
C 0.7793 -1.2909 2.8026 1.5 1.5 -1.0
N 0.2853 -0.8297 1.6458 0.2 0.0 0.1
N -0.9261 -1.4453 1.3691 -1.0 -0.3 -0.7
C -1.1685 -2.3052 2.3629 -2.1 0.1 -1.9
C -0.1289 -2.2255 3.2602 0.3 -1.9 3.1
B -1.8024 -1.1511 0.0456 -0.8 -0.1 0.8
N -2.0181 0.3995 -0.1859 -1.3 -0.1 0.5
N -1.0316 1.3441 0.0101 1.2 0.6 -0.7
C -1.5169 2.5781 -0.2947 2.1 -1.1 1.2
C -2.8625 2.3993 -0.5424 -1.4 1.9 -0.5
C -3.1439 1.0580 -0.4770 0.2 -2.6 0.4
Sn 0.7945 0.3185 0.1092 2.6 1.9 1.7
N -1.0424 -1.7010 -1.2040 -1.6 -2.3 -1.0
N 0.2247 -1.2930 -1.5511 1.6 -0.7 -1.8
C 0.5754 -2.0234 -2.6571 1.5 2.5 2.3
C -0.4692 -2.9066 -2.9657 -0.1 -1.4 -1.8
C -1.4622 -2.6630 -2.0413 -1.9 1.7 3.2
H 1.5131 -1.9528 -3.1982 0.2 0.2 0.2
H -2.4423 -3.1020 -1.8906 0.0 -0.2 -0.2
H -0.5225 -3.6510 -3.7511 0.2 0.0 -0.2
H -2.8753 -1.7061 0.1408 0.6 0.3 -0.1
H -4.0444 0.4775 -0.5899 -0.4 0.3 -0.2
H -2.1148 -2.8794 2.2690 0.9 0.2 0.7
H -3.5692 3.1827 -0.7536 -0.2 0.2 -0.1
H -0.0169 -2.8175 4.1971 -0.1 0.5 -0.8
H -0.8832 3.4790 -0.2469 -0.5 -0.4 0.0
H 1.7450 -0.8790 3.1641 -0.7 -0.5 0.1
H 1.3418 0.7888 -1.6834 0.7 1.7 -0.3
C 1.7062 1.8206 -1.2232 0.4 -1.0 -0.7
H 1.0661 2.5677 -1.6371 -0.2 0.5 -1.4
H 1.7014 2.2312 -0.1959 0.3 -0.1 0.9
H 2.7782 1.7466 -1.3611 0.6 0.5 -0.5
F 2.6998 1.4329 1.3987 -2.8 -1.8 -1.6
B 4.0376 2.6006 1.4072 3.2 2.0 1.3
F 3.6729 3.7682 0.7391 -0.8 -2.0 0.5
F 4.0797 2.7103 2.7990 -0.3 -0.6 -2.6
F 5.0404 1.9189 0.7300 -2.1 0.3 1.0
```
Forces are in eV/Å.

Charge: +4
Electronic energy, eV: -37540.5596
Frontier orbital gap (spin up / spin down), eV: 2.19 / 3.12
2S+1: 1
HOMO (spin up / spin down), hartree: -0.825 / -0.825

---

# 4
Molecular formula: C10H14BBr12NO2P
Method: DFT, ωB97M-V with the def2-TZVPD basis set

```
41
Properties=species:S:1:pos:R:3:forces:R:3
C -3.6022 4.0175 -0.7287 0.5 0.4 0.3
B -2.4120 3.1396 -1.3092 -0.8 0.3 -0.6
O -1.9582 3.3433 -2.6097 -0.5 -1.3 0.7
C -1.6619 2.0203 -0.4206 1.2 0.2 1.3
C -0.6809 2.4895 0.5596 -0.9 -2.9 1.4
C -0.0356 1.4585 1.4206 -2.5 0.3 -0.5
C -0.3991 0.0798 1.2789 -0.4 0.7 -0.9
N -1.2909 -0.3082 0.2956 2.3 1.8 -0.9
C -1.8919 0.6400 -0.5314 0.9 -0.5 -0.4
P -3.0610 0.0074 -1.8199 -0.8 0.9 -1.0
O -4.2961 0.8276 -1.9058 0.5 -0.1 0.4
H -3.4383 5.0698 -1.0587 -0.1 -0.6 0.1
H -4.5939 3.7197 -1.1262 0.5 0.0 0.2
H -3.6350 4.0427 0.3803 -0.2 -0.2 -0.6
H -2.7153 3.1539 -3.1915 0.3 0.8 -0.2
H -0.4164 3.5473 0.6887 -0.2 -0.6 -0.1
H 0.7011 1.6904 2.2001 -0.4 0.1 -0.5
H 0.0153 -0.7179 1.9086 -0.2 0.5 -0.3
H -1.5324 -1.2877 0.1713 0.2 0.1 0.2
H -2.3456 0.1109 -3.0505 0.2 -0.4 0.6
H -3.2905 -1.3894 -1.6282 0.5 0.4 0.3
C 2.8104 0.9617 -1.5285 0.2 0.0 -0.5
Br 2.6002 -0.5129 -2.7581 0.0 0.1 0.2
Br 1.1284 1.3916 -0.6184 4.2 -0.2 -2.8
Br 4.2234 0.6496 -0.2593 -0.2 0.0 -0.1
H 3.0917 1.8288 -2.1170 0.0 -0.1 0.1
C 7.2498 -2.5766 -0.3010 0.0 -0.1 0.0
Br 7.3406 -1.2768 1.1243 0.0 -0.1 -0.1
Br 5.7913 -3.8149 -0.0379 0.2 0.3 -0.1
Br 7.1657 -1.7341 -2.0355 0.0 -0.1 0.2
H 8.1689 -3.1489 -0.2696 -0.1 0.1 0.0
C 3.0510 -6.4862 0.9218 0.0 -0.1 0.0
Br 3.1456 -5.1837 2.3450 0.0 -0.1 -0.1
Br 1.5869 -7.7160 1.1743 0.1 0.2 0.0
Br 2.9860 -5.6443 -0.8167 -0.1 -0.1 0.2
H 3.9652 -7.0665 0.9600 -0.1 0.1 0.0
C -4.4441 0.9472 2.8552 -0.2 0.0 0.3
Br -2.8143 0.3993 1.9508 -4.2 0.2 3.6
Br -5.0675 -0.4002 4.0853 0.1 0.2 -0.1
Br -4.2313 2.6666 3.7089 0.1 -0.2 -0.1
H -5.2070 1.0612 2.0929 0.1 0.0 0.0
```
Forces are in eV/Å.

Charge: +1
Electronic energy, eV: -866646.7620
Frontier orbital gap, eV: 6.77
2S+1: 1
HOMO, hartree: -0.436

---

# 5
Molecular formula: C10H14BClEuN6O4
Method: DFT, ωB97M-V with the def2-TZVPD basis set

```
37
Properties=species:S:1:pos:R:3:forces:R:3
H 0.4456 -2.9258 -1.8075 -0.1 0.2 -0.3
N -0.1023 -0.8929 -1.9332 -0.6 -0.1 -2.1
B -0.9390 1.4045 -2.7980 0.3 -0.5 0.8
N -0.5601 -0.0970 -2.9737 0.4 -1.1 0.2
C -0.5861 -0.8087 -4.1240 0.7 -0.7 1.6
Eu 0.1563 -0.7079 0.4434 -0.2 2.6 -1.2
H -0.8499 -0.3491 -5.0553 -0.2 0.1 -0.1
C -0.1502 -2.1069 -3.8200 -0.2 0.3 -0.7
H -0.0270 -2.9222 -4.5083 -0.1 -0.1 -0.1
C 0.1196 -2.1115 -2.4585 -0.2 0.8 0.1
H -1.3644 1.8503 -3.8301 0.1 0.0 0.1
C 0.7555 1.5766 2.1245 1.4 -0.2 0.2
H 0.7033 0.9847 3.0652 0.7 0.7 -0.4
H -0.3018 1.8621 1.9487 0.5 -0.9 -1.4
H 1.1828 2.5702 2.1739 0.2 0.3 1.2
N 0.3386 2.1261 -2.3114 1.2 -0.3 1.2
N -2.0167 1.4762 -1.6777 0.2 -0.8 0.8
N 0.9927 1.6547 -1.1552 -1.2 0.6 -1.2
N -1.8285 0.8294 -0.4570 -1.1 1.0 -0.8
C 0.9879 3.2036 -2.8226 1.4 -1.3 2.9
C -3.2150 2.0902 -1.7179 0.5 -0.2 0.6
H 0.6598 3.6451 -3.7201 -0.2 0.5 -0.7
H -3.5065 2.6635 -2.5971 0.0 -0.3 0.4
C 2.0747 3.4589 -1.9509 -0.4 -0.2 -0.2
C -3.8366 1.8882 -0.4955 0.5 -0.3 0.2
C 2.0103 2.4723 -0.9311 -0.9 0.2 -1.0
C -2.9364 1.0926 0.2524 0.3 0.6 -1.5
H 2.8317 4.2194 -2.0095 -0.1 0.2 -0.2
H -4.7685 2.2859 -0.1633 -0.4 0.1 0.0
H 2.5526 2.2915 -0.0006 0.3 0.4 -0.7
H -3.0105 0.7061 1.2448 -0.2 -0.1 0.4
H 1.6313 1.1740 1.4238 -2.8 0.1 0.9
O -0.3251 -2.1160 3.5399 0.8 -0.6 -1.0
Cl 0.4749 -2.7508 2.5046 -0.1 0.5 0.6
O 1.5968 -1.8099 2.1353 -0.9 -1.5 0.6
O 0.9542 -4.0421 2.9128 -0.5 1.4 -0.9
O -0.3755 -2.7938 1.2407 0.7 -1.5 1.8
```
Forces are in eV/Å.

Electronic energy, eV: -60250.3490
Frontier orbital gap (spin up / spin down), eV: 7.97 / 9.07
2S+1: 8
HOMO (spin up / spin down), hartree: -0.287 / -0.327

---

# 6
Molecular formula: C10H14BHgN7O3
Method: DFT, ωB97M-V with the def2-TZVPD basis set

```
36
Properties=species:S:1:pos:R:3:forces:R:3
H 0.6321 -3.0985 0.1653 0.0 0.2 -0.2
N 0.3032 -1.1951 -0.7079 0.8 -0.9 -0.6
B 0.2706 0.8491 -2.2684 0.0 -0.3 1.1
N 0.6248 -0.6368 -1.9190 -0.4 -0.8 0.4
C 1.2365 -1.5626 -2.6932 -0.3 0.2 1.1
Hg -0.6476 -0.1813 1.0833 0.5 0.4 0.2
H 1.5441 -1.2995 -3.6932 0.0 -0.1 0.1
C 1.3523 -2.7296 -1.9472 0.1 -0.1 -0.2
H 1.8044 -3.6497 -2.2626 0.1 -0.1 -0.1
C 0.7642 -2.4603 -0.7038 -0.2 1.0 -0.9
H 0.5348 1.0799 -3.4122 -0.1 0.1 0.0
C -0.7479 0.0354 3.1905 -0.4 0.1 -0.5
H -0.6422 -0.9504 3.6396 -0.1 0.5 0.0
H -1.7404 0.4588 3.3880 0.3 -0.2 0.2
H 0.0194 0.7262 3.5544 -0.1 -0.2 -0.2
N 1.1142 1.7232 -1.2962 0.1 0.2 1.0
N -1.2552 1.0224 -1.9739 -0.9 -0.2 0.4
N 1.1201 1.4251 0.0467 0.3 0.4 -0.3
N -1.8392 0.5589 -0.8185 -0.8 0.6 -0.6
C 1.9718 2.7400 -1.5449 0.0 -0.4 0.8
C -2.2171 1.4795 -2.8113 0.1 -0.3 0.8
H 2.0952 3.1111 -2.5506 0.1 0.0 0.1
H -1.9363 1.8819 -3.7762 -0.1 -0.1 0.2
C 2.5685 3.1001 -0.3388 -0.3 -0.3 -0.2
C -3.4492 1.3225 -2.1885 0.2 -0.1 0.1
C 2.0044 2.2387 0.6335 -0.3 0.2 -1.4
C -3.1705 0.7391 -0.9345 1.1 0.3 -1.1
H 3.2982 3.8691 -0.1805 0.1 0.1 0.0
H -4.4102 1.5887 -2.5896 -0.1 0.0 0.0
H 2.2152 2.2028 1.6982 -0.2 -0.1 -0.3
H -3.8662 0.4361 -0.1614 0.3 0.1 0.0
H 1.4936 -2.7812 4.7875 0.0 -0.4 -0.8
O -0.3162 -2.8389 5.9076 -0.1 -0.2 -1.6
N -0.3784 -3.0031 4.7082 0.3 -0.4 -1.0
O -1.3169 -3.1013 3.9548 1.6 0.0 1.4
O 0.9659 -3.1004 4.0146 -1.9 0.6 2.1
```
Forces are in eV/Å.

ΔE to the lowest compared entry with this formula, charge and spin, eV: 0.000
Electronic energy, eV: -32018.2674
Frontier orbital gap, eV: 8.57
2S+1: 1
HOMO, hartree: -0.324